1.
The following is a quantum chemistry calculation of 2 unconnected molecules or ions with the total composition C5H8N in a non-equilibrium geometry, from the OMol25 dataset.

Positions of all 14 atoms, in Å:
1 C -1.310 0.099 0.146
2 C -2.537 -0.072 0.334
3 C -0.623 0.407 -1.095
4 C 0.750 1.065 0.809
5 C 0.498 -1.494 0.136
6 N 0.098 -0.059 0.114
7 H -0.696 -0.296 -1.943
8 H -0.851 2.047 -1.853
9 H 0.382 1.986 0.512
10 H 0.715 1.044 2.011
11 H 1.863 1.001 0.430
12 H 1.532 -1.542 0.063
13 H 0.149 -2.084 1.077
14 H 0.030 -2.103 -0.741

Force components x, y, z for each atom (eV/Å):
C 1.36 0.19 -0.64
C -2.84 -0.36 0.75
C -1.23 2.69 -3.37
C 4.83 -1.70 2.95
C -2.08 -2.58 0.36
N -1.37 0.63 0.01
H 0.25 0.41 0.65
H 1.01 -3.70 2.11
H -1.12 1.42 -0.84
H -0.02 -0.55 -2.93
H -2.01 0.30 1.09
H 1.98 -0.07 -0.14
H 0.54 1.69 -1.37
H 0.70 1.63 1.38

Summary:
Charge: +1
HOMO-LUMO gap (eV): 9.47
Largest force on an atom (eV/Å): 5.91

Mulliken population analysis, charges in e, atoms 1 to 6: 0.64, -0.56, -0.60, -0.79, -0.74, 0.33


2.
The following is a quantum chemistry calculation of a gas-phase ion, C5H8N (charge +1) in a non-equilibrium geometry, from the OMol25 dataset.

Positions of all 14 atoms, in Å:
1 C 0.189 -1.198 0.502
2 C -0.801 -0.355 0.169
3 C -0.141 -0.440 -1.059
4 C 1.202 -0.647 -0.475
5 C -2.073 0.187 0.706
6 N 1.775 0.618 0.055
7 H -0.605 -0.789 -1.968
8 H 2.092 -1.206 -0.986
9 H -2.128 1.279 0.446
10 H -2.148 0.139 1.828
11 H -2.786 -0.403 0.251
12 H 1.159 0.763 0.897
13 H 1.483 1.461 -0.503
14 H 2.781 0.591 0.137

Force components x, y, z for each atom (eV/Å):
C 0.96 -1.86 0.74
C -0.95 1.70 0.96
C 0.18 0.12 -0.41
C 1.28 -0.90 -2.43
C 2.02 1.78 1.66
N -2.31 1.99 0.29
H 0.39 -0.40 -0.37
H -2.13 0.60 1.00
H -0.30 -1.13 -0.11
H 0.18 -0.33 -1.21
H -2.23 -0.75 -0.84
H 1.85 0.07 -0.03
H 0.73 -1.03 -0.03
H 0.33 0.15 0.77

Summary:
Charge: +1
Structure (SMILES): CC1=C2[C@@H]1[C@H]2[NH3+]
HOMO-LUMO gap (eV): 9.28
Largest force on an atom (eV/Å): 3.16

Mulliken population analysis, charges in e, atoms 1 to 6: -0.72, 0.91, -0.67, 0.07, -1.08, -0.26


3.
The following is a quantum chemistry calculation of a gas-phase ion, C5H8N (charge +1) in a non-equilibrium geometry, from the OMol25 dataset.

Positions of all 14 atoms, in Å:
1 C -2.642 -0.906 -0.523
2 C -1.628 -0.306 -0.344
3 C 1.058 -1.542 0.262
4 C 0.874 -0.558 -0.636
5 C -0.336 0.419 -0.426
6 N -0.243 1.310 0.917
7 H -3.585 -1.417 -0.492
8 H 1.795 -2.299 0.158
9 H 0.212 -1.713 0.862
10 H 1.636 -0.398 -1.461
11 H -0.376 1.151 -1.331
12 H 0.439 1.982 0.821
13 H 0.084 0.826 1.762
14 H -1.166 1.722 1.054

Force components x, y, z for each atom (eV/Å):
C -0.99 -0.38 0.61
C 1.57 0.88 -0.45
C -0.92 1.17 -2.23
C 1.04 0.40 0.72
C 0.05 -0.13 -1.27
N -1.14 -2.50 -0.81
H 0.24 0.04 -0.28
H 0.72 -0.30 0.13
H -0.60 -0.44 1.42
H -1.31 0.22 1.04
H 0.04 -0.92 1.95
H 1.84 2.48 -0.74
H -0.62 -0.64 -0.32
H 0.08 0.12 0.24

Summary:
Charge: +1
Structure (SMILES): C#C[C@@H]([NH3+])C=C
HOMO-LUMO gap (eV): 10.58
Largest force on an atom (eV/Å): 3.17

Mulliken population analysis, charges in e, atoms 1 to 6: 0.30, -0.86, -0.80, -0.09, 0.06, -0.34


4.
The following is a quantum chemistry calculation of a gas-phase ion, C5H8N (charge +1) in a non-equilibrium geometry, from the OMol25 dataset.

Positions of all 14 atoms, in Å:
1 C 1.327 -0.037 0.061
2 C 1.588 -1.303 0.017
3 C -1.194 -1.106 0.006
4 C 1.640 1.324 0.003
5 C -2.145 0.002 0.059
6 N 0.096 -0.903 0.049
7 H 2.251 -2.158 -0.010
8 H -1.351 -2.145 -0.274
9 H 1.368 1.769 -1.042
10 H 2.714 1.679 0.217
11 H 1.219 2.011 0.771
12 H -2.866 0.075 -0.785
13 H -1.681 0.973 0.087
14 H -2.964 -0.182 0.840

Force components x, y, z for each atom (eV/Å):
C -1.54 -2.12 0.45
C -2.18 0.21 0.06
C 3.14 -0.20 -1.06
C 1.54 5.08 -0.82
C -2.87 -0.18 0.22
N 2.00 0.38 -0.01
H -0.41 -0.03 -0.07
H -0.94 0.05 0.58
H 0.35 -0.81 1.80
H -1.06 -1.57 -0.77
H -0.78 -0.93 -0.46
H 0.90 -0.57 -0.18
H 0.22 0.26 0.61
H 1.61 0.44 -0.35

Summary:
Charge: +1
Structure (SMILES): C/C=[N+]1C=C/1C
HOMO-LUMO gap (eV): 10.79
Largest force on an atom (eV/Å): 5.37

Mulliken population analysis, charges in e, atoms 1 to 6: 0.45, -0.15, 0.34, -1.06, -1.03, -0.15


5.
The following is a quantum chemistry calculation of a gas-phase ion, C5H8N (charge +1) in a non-equilibrium geometry, from the OMol25 dataset.

Positions of all 14 atoms, in Å:
1 C 0.958 2.247 0.656
2 C 1.494 0.981 0.877
3 C -0.190 1.542 0.356
4 C 0.652 0.253 -0.200
5 C -1.078 -1.536 -0.575
6 N 0.199 -1.140 0.037
7 H 1.066 3.242 0.947
8 H -1.194 1.587 0.688
9 H 0.887 0.540 -1.159
10 H -0.855 -1.666 -1.591
11 H -1.446 -2.534 -0.224
12 H -1.718 -0.651 -0.748
13 H 1.037 -1.696 -0.176
14 H 0.187 -1.169 1.111

Force components x, y, z for each atom (eV/Å):
C -1.53 -1.72 -0.74
C -0.13 -0.95 -0.02
C 2.47 -1.82 -1.33
C -1.96 3.65 2.81
C -0.36 -0.31 -0.85
N 1.39 1.01 3.25
H 0.68 1.27 0.52
H -0.80 -0.03 0.59
H 0.65 -0.38 -2.28
H 0.64 -0.78 -1.65
H -0.01 1.43 0.20
H -0.23 -0.62 1.47
H -0.55 -0.52 -0.34
H -0.27 -0.24 -1.61

Summary:
Charge: +1
Structure (SMILES): C[NH2+][C@@H]1C2=C[C@H]21
HOMO-LUMO gap (eV): 9.34
Largest force on an atom (eV/Å): 5.01

Mulliken population analysis, charges in e, atoms 1 to 6: -0.10, -0.70, -0.23, -0.32, -0.80, -0.09


6.
The following is a quantum chemistry calculation of a gas-phase ion, C5H8N (charge +1) in a non-equilibrium geometry, from the OMol25 dataset.

Positions of all 14 atoms, in Å:
1 C 0.008 0.868 1.766
2 C -0.019 -0.441 1.531
3 C 0.036 1.846 0.525
4 C 0.648 0.556 0.103
5 C 0.252 -1.703 -1.025
6 N -0.217 -0.442 -0.265
7 H 0.208 1.328 2.700
8 H -1.072 1.970 0.377
9 H 0.468 2.830 0.503
10 H 1.626 0.460 -0.196
11 H 1.315 -1.591 -1.506
12 H 0.205 -2.741 -0.486
13 H -0.496 -1.796 -1.849
14 H -1.154 -0.213 -0.407

Force components x, y, z for each atom (eV/Å):
C 0.67 3.60 -1.33
C -0.18 -2.99 -0.34
C -2.96 -1.95 0.83
C -2.26 2.02 -0.73
C 0.39 -1.14 -0.72
N 2.47 -2.03 0.73
H 0.57 -0.31 1.13
H 1.10 -0.18 -0.99
H 0.93 -0.20 0.46
H 2.35 -0.29 -0.06
H -2.11 0.18 1.21
H 0.06 2.48 -0.20
H 0.76 0.19 0.52
H -1.79 0.61 -0.49

Summary:
Charge: +1
HOMO-LUMO gap (eV): 10.34
Largest force on an atom (eV/Å): 3.90

Mulliken population analysis, charges in e, atoms 1 to 6: 0.14, -0.53, -0.78, -0.05, -0.72, 0.09


7.
The following is a quantum chemistry calculation of a molecular structure, C5H8N in a non-equilibrium geometry, from the OMol25 dataset.

Positions of all 14 atoms, in Å:
1 C -1.761 -0.366 -0.196
2 C -0.817 -1.044 0.444
3 C -0.650 0.675 -0.641
4 C 0.284 -0.141 -0.001
5 C 1.630 -0.619 -0.183
6 N -0.075 1.271 0.555
7 H -2.797 -0.343 -0.289
8 H -0.860 -1.993 0.872
9 H -0.714 1.302 -1.503
10 H 2.470 0.197 -0.160
11 H 1.744 -0.985 -1.134
12 H 1.809 -1.380 0.482
13 H 0.509 2.127 0.446
14 H -0.772 1.299 1.308

Force components x, y, z for each atom (eV/Å):
C 2.31 1.95 0.01
C -0.86 0.18 -0.83
C -3.73 0.87 -2.17
C 1.36 -1.35 1.35
C 2.60 3.92 -0.01
N -0.60 0.97 1.59
H -1.54 -0.23 -0.26
H 0.32 -1.23 1.21
H 0.50 0.00 -0.66
H -1.62 -1.40 0.37
H 0.04 -1.20 -2.51
H 0.79 -1.60 1.73
H -0.26 -1.05 0.07
H 0.68 0.17 0.11

Summary:
Charge: +1
HOMO-LUMO gap (eV): 11.25
Largest force on an atom (eV/Å): 4.70

Mulliken population analysis, charges in e, atoms 1 to 6: -0.55, -0.75, -0.24, 1.08, -1.34, -0.33


8.
The following is a quantum chemistry calculation of a molecular structure, C5H8N in a non-equilibrium geometry, from the OMol25 dataset.

Positions of all 14 atoms, in Å:
1 C 0.636 0.153 -0.212
2 C -0.598 0.775 -0.424
3 C -0.066 -1.125 0.021
4 C -1.787 0.827 0.354
5 C 2.077 0.486 -0.024
6 N -1.397 -0.480 -0.217
7 H -0.030 -1.990 -0.773
8 H 0.166 -1.451 0.975
9 H -1.628 0.859 1.372
10 H -2.616 1.120 -0.184
11 H 2.455 -0.352 0.391
12 H 2.300 1.278 0.587
13 H 2.598 0.659 -1.006
14 H -2.111 -0.758 -0.859

Force components x, y, z for each atom (eV/Å):
C -1.53 1.87 -0.56
C 3.38 0.08 -0.83
C -0.21 -1.67 -4.16
C 1.83 -0.24 -0.25
C -1.73 0.38 -3.46
N -0.81 -0.92 0.81
H 0.33 1.53 1.62
H -0.18 -1.02 2.17
H -0.52 0.69 2.21
H -2.06 0.93 -0.27
H 1.77 -2.78 1.29
H 0.13 2.22 1.45
H -0.63 -0.23 0.77
H 0.24 -0.85 -0.82

Summary:
Charge: +1
HOMO-LUMO gap (eV): 9.78
Largest force on an atom (eV/Å): 4.48

Mulliken population analysis, charges in e, atoms 1 to 6: 0.63, -0.21, -0.48, -0.18, -1.21, -0.10


What did we get for energy relative to the best compared isomer or geometry (same formula, charge and spin)? Answer: 10.615, 4.951, 3.458, 4.225, 5.463, 6.423, 3.758, 5.170 eV, in the order shown.